1.
{
  "formula": "C3H3LiO4",
  "method": "the ωB97M-V functional and the def2-TZVPD basis",
  "elements": ["C", "C", "O", "C", "O", "O", "Li", "H", "H", "H", "O"],
  "positions_angstrom": [[0.035, 1.090, 1.296], [-1.090, 0.158, 1.272], [-1.006, -0.637, 0.290], [0.375, -0.631, -0.144], [0.939, 0.374, 0.456], [0.725, -1.296, -1.053], [1.543, -0.893, -2.849], [0.455, 1.211, 2.309], [-0.227, 2.078, 0.882], [-1.882, 0.017, 2.014], [0.132, -1.469, -4.474]],
  "forces_ev_per_a": [[0.3, -0.6, 1.0], [-0.8, 0.0, 0.1], [-0.2, -1.1, 1.4], [-0.2, 1.6, -1.6], [1.1, 0.2, -0.3], [0.2, -0.1, 0.4], [0.0, -0.4, -0.3], [0.0, 0.1, -0.3], [0.0, -0.1, 0.0], [-0.4, 0.4, -0.4], [0.1, 0.0, 0.1]],
  "mulliken_charge": [-0.190, 0.273, -0.100, 0.688, -0.217, -0.511, 0.959, 0.352, 0.312, 0.421, 0.012],
  "homo_lumo_gap_ev": [10.38, 10.39],
  "total_energy_ev": -11530.7622,
  "homo_energy_ev": [-21.568, -21.568],
  "charge": 2,
  "multiplicity": 1
}



2.
{
  "formula": "C3H3MgO4Y",
  "method": "the ωB97M-V functional and the def2-TZVPD basis",
  "elements": ["O", "C", "O", "Y", "O", "C", "C", "O", "Mg", "H", "H", "H"],
  "positions_angstrom": [[-0.855, 0.156, 2.111], [-0.184, 0.885, 1.290], [-0.287, 2.114, 1.226], [-1.035, -2.008, 1.906], [0.458, -1.340, 0.315], [0.616, 0.017, 0.097], [0.268, 0.373, -1.366], [-0.806, -0.356, -1.859], [-0.990, -2.054, -0.968], [1.189, 0.180, -1.959], [0.085, 1.464, -1.417], [1.540, 0.570, 0.623]],
  "forces_ev_per_a": [[-0.7, -2.8, 1.3], [-1.6, 2.1, -3.8], [1.0, -2.1, 0.4], [1.5, 2.1, -0.5], [-0.9, -1.5, 1.6], [0.4, 3.6, 3.4], [0.7, 0.6, 0.1], [-0.2, -0.9, 0.4], [0.2, 1.2, -0.8], [-0.3, 0.1, 0.1], [0.0, -0.4, 0.1], [-0.3, -2.0, -2.3]],
  "mulliken_charge": [-0.603, 0.493, -0.606, 0.795, -0.893, 0.343, -0.249, -0.777, 0.731, 0.224, 0.317, 0.225],
  "homo_lumo_gap_ev": 5.62,
  "total_energy_ev": -17836.2126,
  "homo_energy_ev": -7.309,
  "multiplicity": 1
}